ORCA calculation (ωB97M-V with the def2-TZVPD basis set) on a 4-piece molecular cluster, C6H20NO3S overall in a non-equilibrium geometry.

Geometry as XYZ:
```
31
C6H20NO3S (ωB97M-V with the def2-TZVPD basis set)
C 0.7408 0.8065 -1.0559
C 1.5117 1.9614 -0.3446
S 0.7895 2.7686 1.2387
C 0.3232 -0.3043 -0.0485
N -0.6288 -1.3797 -0.4708
C -1.9769 -0.8471 -0.4332
C -2.4427 -0.5350 -1.9000
C -0.6209 -2.6059 0.3873
H -0.0897 1.2205 -1.6965
H 1.3331 0.2633 -1.7420
H 1.3608 2.8351 -1.0663
H 2.5986 1.7931 -0.2020
H 1.2963 -0.8861 0.1656
H -0.1471 0.2414 0.8360
H -2.1390 0.0430 0.2503
H -2.8801 -1.4840 0.0129
H -2.4338 -1.5557 -2.3110
H -3.4615 -0.2047 -1.9726
H -1.7574 0.1015 -2.3570
H -0.3886 -2.3475 1.4470
H -1.5451 -3.0428 0.3503
H 0.1287 -3.2099 -0.1736
H -0.7068 3.8577 -0.0054
H -1.6762 2.8388 -0.6832
O -1.1697 3.5895 -0.8442
H 3.8312 0.5313 1.7228
H 3.7257 -0.2819 0.6633
O 3.8856 -0.4284 1.6236
H 0.3030 -1.5272 2.4665
H 1.4915 -0.9356 2.9364
O 0.7447 -1.2760 3.2059
```

HOMO-LUMO gap ... 6.379 eV
Total energy ... -25012.8146 eV
Charge ... -1
ΔE to the lowest compared entry with this formula, charge and spin ... 66.65 kcal per mole

Atom charges from the natural (NBO) analysis, given in e for atoms 1 to 6:
1. C -0.436
2. C -0.520
3. S -0.720
4. C -0.244
5. N -0.475
6. C -0.222